(1)
ORCA calculation (wB97M-V/def2-TZVPD) on the ion C8H14ClN2S2 with charge +1 at a distorted geometry.

```
27
Properties=species:S:1:pos:R:3:mulliken_charge:R:1
H 0.3775 -2.1707 -1.1163 0.235
N -0.4234 -1.7056 -0.7350 -0.475
C -0.3595 -0.4816 -0.4665 0.072
C -1.6109 0.1395 0.1690 0.531
S -3.2453 -0.5390 0.0795 -0.051
C -3.0212 -2.2416 -0.5113 -0.735
C -1.5658 1.3034 0.8258 -1.059
C -0.3283 2.1200 1.0222 0.177
Cl -0.2611 3.5067 -0.2512 -0.238
C 0.8834 1.3152 0.9637 -1.520
C 0.9904 0.4316 -0.3534 0.552
N 1.0194 1.2583 -1.6067 -0.246
S 2.4527 -0.5605 -0.6308 0.014
C 2.7047 -1.4162 0.9496 -0.883
H -4.0832 -2.6445 -0.5357 0.385
H -2.2171 -2.5981 0.1193 0.225
H -2.8360 -2.1213 -1.5807 0.262
H -2.4820 1.5983 1.3894 0.329
H -0.3927 2.7741 1.9949 0.479
H 1.7063 1.9233 1.0207 0.294
H 0.9744 0.4668 1.6258 0.572
H 0.3615 2.1222 -1.7221 0.314
H 0.6750 0.7238 -2.3505 0.362
H 2.0530 1.4151 -1.8649 0.378
H 3.6859 -1.8421 0.7340 0.423
H 1.9870 -2.2349 1.1981 0.300
H 2.9550 -0.5424 1.6330 0.304
```

Charge: +1
M: 237.80 g/mol
E_HOMO: -11.39 eV
Energy above the lowest of the compared OMol25 structures with the same formula, charge and spin: 14.4 kJ/mol
Strongest force on any atom: 0.0766 Eh/bohr
Kohn-Sham gap: 7.751 eV
Structure (SMILES): [H]/N=C1/C(SC)=C[C@H](Cl)C[C@@]1([NH3+])SC

(2)
ORCA calculation (wB97M-V/def2-TZVPD) on a cluster of 6 separate species, C4H22NO5S in total at a distorted geometry.

```
33
Properties=species:S:1:pos:R:3:mulliken_charge:R:1
C 0.9957 -3.2224 -0.7849 -1.276
C 0.4469 -2.0444 0.0614 0.306
C 1.3107 -0.7957 -0.1691 -0.420
C 2.2972 -0.5185 0.9744 -0.840
S 3.6347 -1.7433 0.9702 -0.234
N -0.9302 -1.8197 -0.4959 -0.190
H 2.0681 -3.1617 -0.9355 0.337
H 0.6311 -3.1027 -1.8091 0.412
H 0.7374 -4.1866 -0.3636 0.363
H 0.4313 -2.2329 1.1288 0.366
H 1.5732 -0.5437 -1.1958 0.410
H 0.5203 -0.0169 -0.0313 -0.020
H 1.7815 -0.7093 1.9157 0.341
H 2.6421 0.5093 1.0036 0.463
H 4.5243 -1.3037 0.0761 0.151
H -0.9809 -1.6625 -1.4971 0.329
H -1.2794 -0.9702 -0.0373 0.107
H -1.6156 -2.5200 -0.3383 0.389
H -1.7451 3.1065 0.7936 0.298
H -0.2695 2.9354 1.3514 0.253
O -0.9068 2.6463 0.6886 -0.570
H -2.2978 1.1450 0.5267 0.349
H -2.3626 1.4196 -0.8777 0.302
O -2.5639 0.6790 -0.2844 -0.608
H 0.1063 3.1775 -2.6787 0.294
H -0.6003 2.5093 -1.5560 0.291
O -0.7893 3.0069 -2.3635 -0.617
H 0.3078 5.1113 0.4938 0.321
H 1.7627 4.9290 0.6518 0.302
O 0.9403 4.6055 1.0204 -0.614
H -3.9353 -2.2906 1.0289 0.282
H -3.3107 -1.1635 1.7297 0.269
O -3.1241 -1.7724 1.0029 -0.546
```

Charge: +1
M: 196.29 g/mol
E_HOMO: -12.07 eV
Energy above the lowest of the compared OMol25 structures with the same formula, charge and spin: 111.8 kJ/mol
Strongest force on any atom: 0.0719 Eh/bohr
Kohn-Sham gap: 9.300 eV

(3)
ORCA calculation (wB97M-V/def2-TZVPD) on a structure of composition C4H6ClIO3S at a distorted geometry.

```
16
Properties=species:S:1:pos:R:3:mulliken_charge:R:1
C 0.3177 1.2252 0.0682 0.974
C -0.1157 2.6272 0.3934 -1.458
C 1.1183 -2.1403 -0.4333 -0.983
C -0.8115 0.2307 -0.3488 -0.411
O 1.4628 0.8116 -0.0733 -0.514
O -1.4246 -2.4773 0.2703 -0.573
O 0.0010 -1.3473 1.8836 -0.604
S -0.3497 -1.5483 0.4940 1.154
Cl -0.6750 -0.0662 -2.0521 -0.089
I -2.8408 0.6061 0.1063 0.246
H -0.4585 2.6233 1.4099 0.353
H 0.7251 3.1852 0.2352 0.433
H -0.8940 3.0160 -0.3014 0.370
H 1.7178 -1.2928 -0.7300 0.343
H 1.5527 -2.8134 0.3326 0.381
H 0.6743 -2.6397 -1.2546 0.378
```

M: 296.51 g/mol
E_HOMO: -9.98 eV
Energy above the lowest of the compared OMol25 structures with the same formula, charge and spin: 0.0 kJ/mol
Strongest force on any atom: 0.0557 Eh/bohr
Kohn-Sham gap: 9.767 eV

(4)
ORCA calculation (wB97M-V/def2-TZVPD) on a structure of composition C11H7N2NiO6 at a distorted geometry.

```
27
Properties=species:S:1:pos:R:3:mulliken_spin:R:1
O -0.3260 0.0639 -5.8693 0.010
C -0.4362 0.0677 -4.7166 0.048
Ni -0.2474 -0.1744 -2.9893 0.962
O 2.6045 -0.1219 -3.3667 0.015
C 1.4663 -0.2015 -3.1883 0.043
C -2.7354 0.5052 -2.0891 0.080
O -3.0128 -0.1005 -1.0484 0.154
C -0.5918 -1.7601 -2.1602 0.016
O -0.7120 -2.8546 -1.7915 0.014
C -1.4628 1.2756 -2.3039 0.237
O -1.0699 2.3478 -1.9211 0.359
H -3.4466 0.7261 -2.9109 0.008
N 0.9170 -0.5574 4.8162 0.000
C 1.4352 0.2722 3.8767 0.000
O 2.3648 1.0477 4.1102 0.000
C 0.8550 0.1767 2.4935 -0.003
C -0.1203 -0.7336 2.0889 0.004
C -0.5253 -0.7725 0.7447 0.000
N 0.0036 -0.0085 -0.1992 0.046
C 0.8757 0.9247 0.1761 -0.005
C 1.3501 1.0253 1.4948 0.009
H 1.2710 -0.4753 5.7496 0.000
H 0.0995 -1.1206 4.6495 0.000
H -0.5832 -1.4432 2.7566 0.001
H -1.3055 -1.4663 0.4755 0.001
H 1.2265 1.5921 -0.5975 0.000
H 2.1057 1.7655 1.7196 0.001
```

Charge: +1
M: 321.88 g/mol
<S²>: 2.02
E_HOMO (alpha / beta): -12.81 / -12.82 eV
Spin multiplicity: 3
Energy above the lowest of the compared OMol25 structures with the same formula, charge and spin: 0.0 kJ/mol
Strongest force on any atom: 0.1397 Eh/bohr
Kohn-Sham gap (alpha / beta): 8.067 / 5.905 eV

(5)
ORCA calculation (wB97M-V/def2-TZVPD) on the molecule C3H8N2 at a distorted geometry.

```
13
Properties=species:S:1:pos:R:3:mulliken_charge:R:1
C 0.5615 -0.7517 1.1422 -0.066
C -0.4364 -1.8688 1.3541 -0.940
C 0.6416 1.9146 -1.5394 -0.760
N 0.7502 0.1661 0.0045 0.242
N 1.4977 1.1994 -0.6305 -0.719
H 1.4291 -0.9167 1.7146 0.325
H -0.8372 -1.7954 2.3961 0.270
H -0.1273 -2.8411 1.3123 0.301
H -1.3152 -1.7103 0.6966 0.275
H 0.8123 2.9267 -1.3732 0.298
H 1.0409 1.7853 -2.5281 0.259
H -0.4071 1.6953 -1.6677 0.312
H -0.0099 0.0447 -0.6086 0.203
```

M: 72.11 g/mol
E_HOMO (alpha / beta): -7.76 / -7.31 eV
Energy above the lowest of the compared OMol25 structures with the same formula, charge and spin: 543.5 kJ/mol
Strongest force on any atom: 0.0913 Eh/bohr
Kohn-Sham gap (alpha / beta): 8.740 / 8.300 eV

(6)
ORCA calculation (wB97M-V/def2-TZVPD) on a cluster of 2 separate species, C2HNO2 in total at a distorted geometry.

```
6
Properties=species:S:1:pos:R:3:mulliken_charge:R:1
C -0.4055 -0.5792 -0.6023 -0.181
C 0.5544 0.1588 1.6604 0.131
N -0.1228 0.0788 -1.4992 0.492
O 0.4365 0.8286 2.5908 -0.186
O 0.1237 0.8369 -2.3423 -0.625
H -0.5863 -1.3239 0.1925 0.368
```

M: 71.03 g/mol
E_HOMO: -9.84 eV
Energy above the lowest of the compared OMol25 structures with the same formula, charge and spin: 365.7 kJ/mol
Strongest force on any atom: 0.0806 Eh/bohr
Kohn-Sham gap: 10.426 eV

(7)
ORCA calculation (wB97M-V/def2-TZVPD) on a cluster of 2 separate species, C4H6N2 in total.

```
12
Properties=species:S:1:pos:R:3:mulliken_charge:R:1
C 1.7679 -2.2464 0.5867 -1.252
C 1.2446 -0.8873 0.4424 -0.162
C 0.8196 0.2343 0.3261 0.135
N -1.0584 2.7891 -0.4345 -0.786
N -1.9814 1.9616 -0.5442 0.489
C -2.9100 1.2288 -0.4618 -0.223
H 1.1196 -2.9726 0.0856 0.280
H 2.7673 -2.3270 0.1470 0.280
H 1.8392 -2.5265 1.6425 0.279
H 0.4419 1.2351 0.2246 0.456
H -0.9865 3.3185 -1.3055 0.232
H -3.0640 0.1924 -0.7087 0.273
```

M: 82.11 g/mol
E_HOMO: -9.21 eV
Energy above the lowest of the compared OMol25 structures with the same formula, charge and spin: 496.5 kJ/mol
Strongest force on any atom: 0.0135 Eh/bohr
Kohn-Sham gap: 10.206 eV